Record 1
This record from the OMol25 dataset describes a 2-piece molecular cluster, C3H8NS2 overall at a distorted geometry. The level of theory is ωB97M-V with the def2-TZVPD basis set.

```
14
Properties=species:S:1:pos:R:3:forces:R:3
C -2.074567 -0.777081 -1.353391 0.0 0.6 1.1
C 0.860839 -0.616257 0.412343 0.9 0.4 -0.1
C 1.274302 0.640651 0.756382 -0.7 -1.8 -3.2
N 1.402417 1.838874 0.182314 0.0 -0.1 0.6
S 0.886889 -2.223772 0.138125 -1.8 2.0 0.8
S -2.089880 -0.058968 0.362446 -1.1 0.3 -0.5
H -1.090023 -0.662959 -1.824340 -0.1 -0.7 0.5
H -2.532995 -1.737305 -1.217290 0.6 -0.8 -0.5
H -2.710074 -0.231914 -1.996843 -0.8 0.9 -0.5
H 1.626224 0.539885 1.711373 0.8 0.1 2.9
H 1.273820 1.985658 -0.830370 0.0 0.2 1.2
H 1.686844 2.580980 0.855597 -0.4 -0.6 -1.5
H 2.073879 -2.371325 -0.364188 1.6 -0.1 -0.5
H -3.460191 0.173162 0.444020 1.2 -0.2 -0.2
```
Positions in Å, forces in eV/Å.

The total energy is -26391.2413 eV. Its energy above the lowest of the compared OMol25 structures with the same formula, charge and spin is 70.3 kcal per mole. As for the net charge: +1. The frontier orbital gap is 6.55 eV. The value obtained for the HOMO energy is -12.34 eV.



Record 2
This record from the OMol25 dataset describes one molecule with the formula C14H10N2O2S at a distorted geometry. The level of theory is ωB97M-V with the def2-TZVPD basis set.

```
29
Properties=species:S:1:pos:R:3:forces:R:3
O 4.325837 -0.767867 1.360993 -4.4 2.1 -3.1
C 3.203288 -0.483726 0.835105 2.5 -4.4 4.6
N 2.770683 0.427560 -0.061879 15.6 -1.3 3.8
C 1.595441 0.587581 -0.355999 -4.9 3.6 -4.0
N 1.456521 1.457489 -1.294070 -2.1 0.8 1.9
C 0.150753 1.930856 -1.486201 -1.8 1.1 2.8
C -0.207160 1.787536 -2.705109 -4.7 -1.5 -8.9
C -1.521589 2.135806 -3.404724 1.2 1.6 4.6
C -2.310656 2.895460 -2.527957 -2.0 1.7 -2.0
C -1.897706 3.264509 -1.221111 3.6 -6.4 -3.9
C -0.901899 2.571823 -0.618532 4.4 -0.4 -2.5
C 0.879253 -0.306434 0.388804 -9.3 -4.9 2.8
C -0.522492 -0.522613 0.304870 -0.9 1.8 -3.2
C -1.570990 -1.521775 0.769095 5.8 -0.6 5.0
C -1.285491 -2.476771 1.913995 -2.7 2.6 -6.0
C -2.468851 -3.177157 1.975651 -2.3 -2.7 3.6
C -3.430417 -2.441947 1.426286 -0.1 1.4 -3.2
O -2.857478 -1.484591 0.587351 -1.4 0.5 0.1
S 1.604478 -1.488800 1.428955 3.5 2.2 -1.1
H 3.676796 0.999830 -0.243268 -2.8 -0.5 -0.7
H 0.329917 1.140429 -3.377149 1.0 0.2 0.0
H -1.794919 1.978158 -4.444169 0.4 -0.3 0.3
H -3.336779 3.424314 -2.822932 2.3 -1.4 0.2
H -2.368249 3.846649 -0.661071 -4.6 5.0 4.4
H -0.459317 2.682154 0.312938 -0.3 0.8 2.3
H -0.913157 0.177723 -0.506473 -0.1 -1.0 1.3
H -0.373343 -2.743006 2.204587 3.3 -1.0 1.3
H -2.855117 -4.117815 2.528660 1.4 1.7 -0.6
H -4.472217 -2.481239 1.247454 -0.7 -0.5 0.2
```
Positions in Å, forces in eV/Å.

The total energy is -32582.7929 eV. Its SMILES is O=C1NC(=N/c2ccccc2)/C(=C/c2ccco2)S1. Its energy above the lowest of the compared OMol25 structures with the same formula, charge and spin is 129.2 kcal per mole. As for the net charge: 0. The frontier orbital gap is 6.94 eV. The value obtained for the HOMO energy is -7.93 eV.



Record 3
This record from the OMol25 dataset describes C27H41F6N4O8S3SbTi as an isolated structure. The level of theory is ωB97M-V with the def2-TZVPD basis set.

```
91
Properties=species:S:1:pos:R:3:forces:R:3
Ti 0.199720 0.141400 -2.024577 0.0 0.4 -0.1
C -1.290686 2.215799 -4.558840 0.0 0.0 0.0
N -0.361380 2.650894 -3.538222 0.0 0.0 0.0
C 0.858238 3.199972 -4.073342 0.0 0.0 0.0
C -0.931248 3.281257 -2.413644 0.0 0.0 0.0
C -0.742762 4.627535 -2.132977 0.0 0.0 0.0
C -1.260633 5.198374 -0.977125 0.0 0.0 0.0
C -1.968322 4.405571 -0.090281 0.0 0.0 0.0
C -2.150178 3.055806 -0.353614 0.0 0.0 0.0
C -1.645915 2.465480 -1.511689 0.0 0.0 0.0
N -1.683636 1.088101 -1.768721 0.0 -0.1 0.2
C -2.758379 0.338335 -1.400582 0.1 0.0 -0.1
C -4.064771 0.831595 -1.178690 0.0 0.0 0.0
C -5.109126 -0.009933 -0.846087 0.0 0.0 0.0
C -4.917425 -1.381328 -0.727088 0.0 0.0 0.0
C -3.648943 -1.890582 -0.977538 0.0 0.0 0.0
C -2.594457 -1.061226 -1.310959 0.0 0.0 0.0
N -1.276384 -1.601920 -1.631453 0.0 -0.1 0.0
C -0.799541 -2.488221 -0.549866 0.0 0.0 0.1
C -1.344162 -2.377273 -2.892204 0.0 0.0 0.0
H -1.622376 3.057687 -5.192688 0.0 0.0 0.0
H -0.806692 1.461669 -5.180886 0.0 0.0 0.0
H -2.161704 1.759511 -4.092180 0.0 0.0 0.0
H 0.696798 4.106448 -4.684911 0.0 0.0 0.0
H 1.540951 3.427071 -3.256515 0.0 0.0 0.0
H 1.324212 2.439881 -4.704446 0.0 0.0 0.0
H -0.163305 5.231073 -2.820858 0.0 0.0 0.0
H -1.084943 6.245859 -0.762829 0.0 0.0 0.0
H -2.340577 4.820556 0.839118 0.0 0.0 0.0
H -2.634435 2.428928 0.383182 0.0 0.0 0.0
H -4.243281 1.893234 -1.276532 0.0 0.0 0.0
H -6.093185 0.414932 -0.678156 0.0 0.0 0.0
H -5.731531 -2.040313 -0.453461 0.0 0.0 0.0
H -3.485548 -2.959525 -0.913561 0.0 0.0 0.0
H -1.484931 -3.328603 -0.399553 0.0 0.0 0.0
H 0.181024 -2.873773 -0.807955 0.0 0.0 0.0
H -0.713743 -1.910933 0.367147 0.0 0.0 0.0
H -2.027325 -3.227225 -2.774309 0.0 0.0 0.0
H -1.691569 -1.730514 -3.693752 0.0 0.0 0.0
H -0.348221 -2.737913 -3.144028 0.0 0.0 0.0
F 5.044346 0.613752 -4.927756 0.0 0.0 0.0
C 4.443560 -0.354531 -5.630644 0.1 -0.1 -0.1
F 5.241830 -1.426521 -5.641244 0.0 0.0 0.0
F 4.361413 0.086680 -6.909138 -0.1 0.0 0.1
S 2.701774 -0.713076 -5.020314 0.0 0.2 0.1
O 0.369458 -0.141210 -3.617103 -0.1 -0.2 -0.3
O 2.302937 -1.836655 -5.874948 0.0 -0.1 0.0
N 3.291854 -1.181741 -3.568602 0.2 0.0 -0.2
S 2.658687 -2.029213 -2.474538 -0.2 0.0 0.0
O 2.313912 -3.392875 -2.786186 0.0 0.0 0.0
O 1.655083 -1.376433 -1.616690 0.0 0.1 0.0
C 4.096434 -2.136211 -1.326610 0.0 0.0 0.0
F 4.650335 -0.962115 -1.086732 0.0 0.0 0.0
F 5.032153 -2.943978 -1.858920 0.0 0.0 0.0
F 3.702198 -2.680684 -0.172794 0.0 0.0 0.0
O 2.765423 0.834894 0.479570 0.0 0.0 0.0
S 1.510891 1.405008 0.033002 0.0 -0.1 0.2
O 1.195423 2.687852 0.623411 0.0 0.0 -0.1
O 1.523030 1.521118 -1.513695 -0.2 -0.1 0.0
O 0.372897 0.418986 0.209257 0.2 0.0 0.0
C 0.552142 -3.877493 4.290271 0.0 0.0 0.0
C 1.226411 -2.541479 4.607992 0.0 0.0 -0.1
C 1.001617 -2.154451 6.065939 0.0 0.0 0.0
Sb 0.835155 -1.195701 2.879898 0.0 0.1 0.0
C -1.336459 -0.843080 3.055112 0.0 -0.1 0.0
C -1.969650 -1.106406 4.417259 0.0 0.0 0.0
C -1.740188 0.534643 2.532172 0.0 0.0 0.0
C 1.583618 0.683049 3.681767 0.0 0.0 0.0
C 0.993243 1.198096 4.989434 0.0 0.0 0.0
C 3.104171 0.584736 3.768043 0.0 0.0 0.0
H 0.887080 -4.666578 4.975941 0.0 0.0 0.0
H 0.769106 -4.206222 3.271272 0.0 0.0 0.0
H -0.535622 -3.811066 4.385192 0.0 0.0 0.0
H 2.305228 -2.686828 4.471326 0.0 0.0 0.0
H -0.023858 -1.842082 6.263652 0.0 0.0 0.0
H 1.659739 -1.342601 6.373933 0.0 0.0 0.0
H 1.213191 -3.009858 6.723545 0.0 0.0 0.0
H -1.737101 -1.578982 2.349009 0.0 0.0 0.0
H -1.610744 -0.393223 5.163467 0.0 0.0 0.0
H -1.767392 -2.110417 4.792807 0.0 0.0 0.0
H -3.059264 -0.989110 4.353243 0.0 0.0 0.0
H -1.448568 1.328880 3.222711 0.1 0.0 0.0
H -2.831761 0.580170 2.424315 0.0 0.0 0.0
H -1.288340 0.753216 1.565729 0.0 0.0 0.0
H 1.335510 1.384788 2.881493 0.0 0.0 0.0
H 1.282417 0.576948 5.838572 0.0 0.0 0.0
H -0.094876 1.247843 4.971820 0.0 0.0 0.0
H 1.365565 2.210805 5.188641 0.0 0.0 0.0
H 3.414151 -0.164599 4.506655 0.0 0.0 0.0
H 3.531963 1.545732 4.076802 0.0 0.0 0.0
H 3.530251 0.330579 2.797291 0.0 0.0 0.0
```
Positions in Å, forces in eV/Å.

The total energy is -129473.8109 eV. Its energy above the lowest of the compared OMol25 structures with the same formula, charge and spin is 0.0 kcal per mole. As for the net charge: -2. The frontier orbital gap is 6.46 eV. The value obtained for the HOMO energy is -2.16 eV.